[1]
80
Properties=species:S:1:pos:R:3:mulliken_charge:R:1 method="wB97M-V/def2-TZVPD" relative_energy_kcal_mol=113.0 charge=0 fmax_ev_per_a=3.459 multiplicity=1 homo_lumo_gap_ha=0.1345 e_lumo_ev=-0.46
C -0.50479 -4.22297 -2.96296 -1.55
C 0.15307 -2.87388 -3.21587 1.18
H -0.64938 -4.84550 -3.85087 0.40
H -1.48196 -4.03670 -2.50791 0.16
H 0.09678 -4.77037 -2.22590 0.27
C 0.38022 -2.42063 -4.49035 -0.27
C -0.05208 -3.15539 -5.70295 -1.79
H 1.07708 -1.59937 -4.66874 0.37
H -1.14653 -3.22405 -5.73492 0.27
H 0.30750 -4.19923 -5.74329 0.39
H 0.28914 -2.67395 -6.63153 0.37
Bi -0.98504 1.44592 1.65116 2.12
Cl -3.43093 1.32060 2.33997 -0.55
C 2.29377 2.06475 0.62483 0.31
O 1.07432 2.35378 0.49082 -0.89
N 3.26111 2.85595 0.17311 0.32
C 2.93885 4.00141 -0.65971 -0.96
C 4.66686 2.58477 0.42010 -0.90
H 2.62047 1.13489 1.12718 0.26
H 1.99882 4.43971 -0.32183 0.28
H 2.84219 3.72274 -1.71666 0.21
H 3.75565 4.71260 -0.54514 0.40
H 4.73056 1.78602 1.15805 0.28
H 5.15993 3.48699 0.79706 0.36
H 5.18100 2.27096 -0.49082 0.30
H 0.96268 4.09727 5.71378 0.29
H 0.21778 1.41455 7.03610 0.23
C -0.08070 4.16164 6.03261 -0.88
C -0.73732 1.96443 7.03076 -0.77
N -0.76589 2.88694 5.90302 0.19
H -0.60127 4.92992 5.44562 0.30
C -1.19415 2.44438 4.73463 0.14
O -0.80231 2.89327 3.61889 -0.86
H -1.57415 1.25599 6.93686 0.30
H -1.93620 1.65098 4.84985 0.38
H -0.11882 4.40046 7.09277 0.33
H -0.84229 2.53698 7.94964 0.30
H -2.75018 -0.89770 -2.16599 0.17
H -1.10313 -0.12566 -4.65229 0.45
C -3.04099 0.09174 -2.54668 -0.89
C -1.51029 0.84834 -4.33488 -1.23
N -1.85371 0.83899 -2.91746 0.41
H -3.61017 0.63060 -1.78224 0.31
C -1.16113 1.51964 -1.99591 0.03
O -1.53580 1.60347 -0.80686 -0.83
H -0.77434 1.63615 -4.52378 0.28
H -0.26017 2.04233 -2.35146 0.45
H -3.64559 -0.02266 -3.44865 0.36
H -2.40916 1.02214 -4.93391 0.42
O -0.50578 -1.94458 -1.99296 -0.33
C 0.83517 -2.18356 -1.99172 -0.70
C 1.44071 0.08185 -3.00119 0.75
C 1.77151 -1.01306 -2.18955 0.66
H 0.42992 0.14339 -3.42492 0.27
C 2.40764 1.05029 -3.30081 -1.11
H 1.12907 -2.91265 -1.20753 0.24
C 3.04847 -1.05568 -1.61503 -0.90
H 2.17626 1.90699 -3.91872 0.47
C 3.70583 0.95437 -2.80545 -0.94
C 3.99008 -0.09587 -1.93586 -0.52
H 3.28747 -1.89627 -0.94779 0.35
H 4.49360 1.65786 -3.09471 0.45
H 4.98491 -0.17761 -1.51547 0.48
Si -2.67091 -2.63403 1.80185 0.50
Cl -1.30561 -1.02338 0.68312 -0.09
C -4.39715 -2.01124 1.42648 -0.94
C -2.08908 -2.45909 3.55234 -0.89
C -2.60402 -4.38505 1.19036 -1.04
H -4.47026 -1.67926 0.37946 0.24
H -4.63273 -1.15387 2.06986 0.27
H -5.15363 -2.79533 1.61827 0.38
H -3.15610 -4.53959 0.25331 0.30
H -3.12560 -4.98340 1.94605 0.38
H -1.58434 -4.78193 1.13436 0.32
H -1.29271 -1.70954 3.66522 0.13
H -1.71568 -3.41223 3.95481 0.36
H -2.91642 -2.16125 4.21272 0.34
Se 2.40561 0.60917 5.21666 -0.22
C 1.39430 0.38683 3.79189 0.23
N 0.67021 0.23448 2.84766 -0.67

=====

[2]
86
Properties=species:S:1:pos:R:3:mulliken_charge:R:1 method="wB97M-V/def2-TZVPD" charge=0 smiles="CCCOC[C@@H](Br)O[C@](C[C@H](O)CN)([C@H](N)O[C@H](S)CCCO)C(F)(F)C(F)F.C[C@@H]1COC(=O)O1.C[C@@H]1COC(=O)O1" fmax_ev_per_a=2.577 multiplicity=1 homo_lumo_gap_ha=0.3346 e_lumo_ev=0.37
C 6.93660 -2.72582 1.68884 -0.82
C 7.13873 -1.23556 1.09360 -0.45
C 5.75934 -0.74910 0.41510 0.23
O 5.50298 0.64543 0.62172 -0.41
C 4.38296 1.09159 -0.16738 -0.39
C 2.98039 0.63160 0.49018 0.16
Br 2.85913 1.67925 2.20190 -0.18
O 1.88987 1.01634 -0.32847 -0.40
C 1.28131 -0.05483 -1.05171 0.62
C 0.62362 -1.18765 -0.10587 -1.02
C 0.04570 -0.62730 1.25361 -0.31
O 0.98917 -0.99753 2.31278 -0.62
C -1.36293 -1.23121 1.68252 -0.73
N -2.30813 -1.44228 0.55961 -0.34
C 2.27333 -0.84963 -2.02875 -0.75
N 2.55475 -0.10553 -3.30510 -0.41
O 1.76599 -2.18842 -2.32356 -0.41
C 2.88409 -3.00631 -2.77773 0.13
S 2.35172 -4.09500 -4.21319 -0.26
C 3.40922 -3.83616 -1.52258 -0.06
C 2.61030 -5.17438 -1.21739 -0.96
C 1.11370 -4.95392 -0.72835 0.84
O 0.92864 -5.82581 0.42373 -0.58
C 0.10204 0.65587 -1.88567 0.49
F 0.55167 1.83529 -2.51977 -0.34
F -0.94164 1.10031 -1.03316 -0.31
C -0.57680 -0.25350 -2.98457 0.50
F -1.28587 0.63279 -3.84686 -0.34
F -1.57826 -1.10561 -2.47248 -0.25
H 7.84205 -3.33204 1.38735 0.29
H 6.87619 -2.72896 2.82217 0.27
H 6.01911 -3.23640 1.25079 0.19
H 7.95728 -1.25901 0.31744 0.32
H 7.36758 -0.55957 1.96722 0.24
H 4.95879 -1.43176 0.87326 0.01
H 5.77141 -1.03092 -0.69776 0.04
H 4.46621 0.78904 -1.26025 0.17
H 4.40974 2.23173 -0.13938 0.44
H 3.08600 -0.46919 0.69987 0.12
H -0.10215 -1.85355 -0.65332 0.94
H 1.50551 -1.85948 0.18075 0.12
H -0.03359 0.50391 1.28828 0.66
H 0.92206 -0.31436 3.00997 0.36
H -1.83953 -0.46095 2.38491 -0.03
H -1.21868 -2.16119 2.32744 0.33
H -2.77790 -0.56515 0.29758 0.17
H -3.00738 -2.13798 0.84828 0.26
H 3.30218 -1.03391 -1.57352 0.36
H 3.56405 -0.03136 -3.46244 0.38
H 2.19759 -0.67535 -4.08049 0.35
H 3.74741 -2.39602 -3.17493 0.36
H 1.02976 -3.73436 -4.37569 0.15
H 4.49150 -4.14129 -1.72979 0.35
H 3.37130 -3.17614 -0.59599 -0.14
H 3.15448 -5.71888 -0.37245 0.40
H 2.60562 -5.91400 -2.08307 0.26
H 0.33553 -5.21455 -1.51761 0.20
H 0.90538 -3.89736 -0.37546 -0.50
H 0.24766 -5.45350 1.00873 0.32
H 0.11665 -0.82369 -3.65850 -0.02
C -5.63016 2.96086 2.75877 -1.42
C -5.58616 1.73002 3.63943 0.53
C -4.62740 1.85336 4.78767 -0.50
O -4.26573 0.49455 5.02675 -0.34
C -4.38433 -0.15221 3.83444 0.63
O -3.95033 -1.24127 3.61081 -0.53
O -5.05805 0.60847 2.92942 -0.34
H -4.69908 3.08397 2.22186 0.34
H -6.41572 2.85790 2.00695 0.42
H -5.82755 3.86082 3.34361 0.33
H -6.59347 1.47171 3.98441 0.29
H -5.08887 2.29520 5.67110 0.33
H -3.72166 2.41415 4.53800 0.29
C -4.84616 6.34723 -2.76347 -1.47
C -5.05272 5.25809 -1.73319 0.48
C -6.34641 5.38492 -0.98137 -0.50
O -6.03580 4.75947 0.26112 -0.26
C -4.69846 4.92756 0.45513 0.65
O -4.13587 4.72970 1.49044 -0.57
O -4.08859 5.35319 -0.68410 -0.34
H -4.69826 7.31757 -2.28316 0.36
H -3.94698 6.14769 -3.35003 0.36
H -5.69616 6.41257 -3.44589 0.37
H -4.95463 4.27196 -2.19867 0.28
H -7.17044 4.87379 -1.47962 0.33
H -6.63450 6.42203 -0.78477 0.31

=====

[3]
71
Properties=species:S:1:pos:R:3:mulliken_charge:R:1 method="wB97M-V/def2-TZVPD" charge=+2 fmax_ev_per_a=6.409 s2=2.018 multiplicity=3 homo_lumo_gap_ha="0.2208 / 0.2154" e_lumo_ev="-7.94 / -7.97"
W -0.88130 1.09180 -2.07736 1.00
C -0.13346 0.87213 -0.07625 0.31
C 0.93865 1.31822 -0.95368 0.82
C -0.73373 2.95189 -0.95216 0.94
C -1.19068 1.85907 -0.11222 0.76
C 0.58259 2.63325 -1.45938 -0.29
C -0.11212 -0.37617 0.72786 -0.97
H 0.41642 -1.18474 0.21202 -0.11
H -1.14470 -0.70204 0.87019 0.25
H 0.39358 -0.27546 1.70108 0.40
C -2.54578 1.81502 0.48514 -1.27
H -2.95135 0.79857 0.48307 0.24
H -3.18178 2.44005 -0.14698 0.30
H -2.57043 2.15259 1.53115 0.29
C -1.35543 4.32608 -1.01901 -1.49
H -1.01138 4.91860 -0.14450 0.34
H -2.45413 4.24217 -0.96584 0.33
H -1.03716 4.91787 -1.90145 0.35
C 1.54866 3.69692 -1.94773 -1.67
H 1.91161 4.22940 -1.03792 0.40
H 1.03926 4.44488 -2.59389 0.36
H 2.43412 3.26969 -2.45458 0.44
C 2.32007 0.73981 -0.94149 -1.28
H 2.74293 0.90116 0.06303 0.39
H 2.98282 1.25155 -1.65154 0.34
H 2.34027 -0.33829 -1.14697 0.09
C -0.23530 -3.82264 -1.40869 -0.25
C 0.97328 -3.44645 -0.90667 -0.54
C 2.12298 -4.07934 -1.63659 -0.69
C 2.05101 -3.95018 -3.17893 -1.19
C 2.14867 -2.55984 -3.65369 -0.94
C 1.33506 -1.55568 -3.24792 0.75
C 0.06724 -1.66440 -2.46017 3.17
C -0.80377 -3.00069 -2.50098 -0.43
H 2.09348 -5.16447 -1.39517 0.38
H 1.15036 -4.43496 -3.58977 0.36
H 3.08835 -3.71351 -1.25840 0.43
H -0.91219 -3.47219 -3.51506 0.45
H -0.83620 -4.68772 -0.98944 0.41
H 1.12985 -3.12318 0.13847 0.59
H -1.85037 -2.75493 -2.13207 0.02
H 0.38304 -1.50108 -1.41710 -1.47
H 1.74661 -0.53899 -3.37007 -0.13
H -0.76902 -0.88225 -2.57039 -1.25
H 2.91984 -4.46937 -3.59423 0.50
H 2.84419 -2.31004 -4.47238 0.54
P -0.91691 -1.51504 -5.10378 0.62
P -0.38710 1.96243 -4.26188 0.74
C -0.52314 -0.13158 -6.20450 -1.17
C -1.25208 1.10250 -5.73154 -1.12
H -0.81638 -0.34362 -7.23937 0.65
H 0.56456 0.00618 -6.18682 0.45
H -1.27821 1.86339 -6.52389 0.57
H -2.27752 0.93400 -5.35975 0.35
C -1.34320 3.47956 -4.59602 -1.26
H -1.05224 4.35464 -4.00271 0.30
H -2.38942 3.20857 -4.40651 0.38
H -1.27436 3.70513 -5.66802 0.52
C 1.34793 2.19044 -4.91065 -1.49
H 1.31892 2.53766 -5.96591 0.46
H 1.93071 1.24649 -4.87550 0.22
H 1.93887 2.94702 -4.35624 0.45
C -2.55447 -1.98640 -5.82629 -1.31
H -2.87891 -2.92649 -5.35687 0.39
H -2.48685 -2.11946 -6.92039 0.42
H -3.28589 -1.19934 -5.59351 0.37
C 0.19301 -2.62382 -6.11085 -1.37
H 1.23805 -2.29030 -6.03401 0.30
H -0.08840 -2.61368 -7.17512 0.54
H 0.13700 -3.64976 -5.73132 0.34
Br -2.90445 -1.12856 -0.92818 -0.35